{
  "formula": "C52H41AsBrCoN5O8S2",
  "method": "the ωB97M-V functional and the def2-TZVPD basis",
  "species": ["Co", "O", "C", "C", "O", "O", "C", "C", "C", "C", "C", "C", "C", "C", "C", "C", "C", "C", "H", "H", "H", "H", "H", "H", "H", "H", "H", "H", "H", "Br", "C", "C", "C", "C", "C", "C", "N", "N", "C", "C", "C", "C", "O", "C", "N", "C", "C", "C", "C", "H", "H", "H", "H", "H", "H", "H", "H", "H", "N", "C", "C", "C", "C", "C", "N", "H", "H", "H", "H", "H", "H", "O", "S", "O", "O", "S", "O", "As", "C", "C", "C", "C", "C", "C", "C", "C", "C", "C", "C", "C", "C", "C", "C", "C", "C", "C", "H", "H", "H", "H", "H", "H", "H", "H", "H", "H", "H", "H", "H", "H", "H"],
  "xyz": [[1.28175, 0.23745, -0.28843], [0.71674, -0.46901, 1.51668], [1.74040, -0.39495, 2.51740], [3.11257, -0.27275, 1.77192], [4.14661, -0.56747, 2.37293], [3.04416, 0.15118, 0.58059], [1.66446, -1.66783, 3.36510], [2.62859, -1.95445, 4.33252], [2.52099, -3.09047, 5.11766], [1.44284, -3.95583, 4.96731], [0.47316, -3.66667, 4.02204], [0.58406, -2.53181, 3.22639], [1.52662, 0.81435, 3.43447], [0.26534, 1.02329, 3.98729], [0.01999, 2.11652, 4.79940], [1.04439, 3.00503, 5.09867], [2.30957, 2.78237, 4.58195], [2.55221, 1.69389, 3.75372], [-0.10561, 0.05456, 1.72719], [3.46838, -1.28525, 4.44606], [3.28435, -3.29965, 5.85855], [1.36161, -4.84369, 5.58409], [-0.37752, -4.32646, 3.89365], [-0.16692, -2.31981, 2.47834], [-0.54259, 0.33804, 3.76532], [-0.97895, 2.28830, 5.18534], [0.85053, 3.87182, 5.71942], [3.11415, 3.47501, 4.79745], [3.53639, 1.54600, 3.33067], [6.97459, -2.95180, -3.95054], [5.37106, -2.46704, -4.85067], [4.14713, -2.75191, -4.26696], [2.98060, -2.37843, -4.91378], [3.02862, -1.72063, -6.14767], [4.27403, -1.48808, -6.72744], [5.44787, -1.84153, -6.08228], [1.91135, -1.39996, -6.97818], [0.77064, -1.11917, -6.53134], [0.52596, -0.74363, -5.21169], [-0.69691, -1.16781, -4.70258], [-1.04807, -1.06969, -3.36350], [-0.15079, -0.49416, -2.44768], [-0.35473, -0.37421, -1.19591], [1.07607, 0.05295, -2.99951], [1.86655, 0.65094, -2.07583], [2.89365, 1.36608, -2.45566], [3.23106, 1.47176, -3.81616], [2.51413, 0.78153, -4.75128], [1.39413, 0.01299, -4.35410], [4.09857, -3.22778, -3.29641], [2.03443, -2.60298, -4.44196], [4.30239, -1.01559, -7.70151], [6.40927, -1.63771, -6.53398], [-1.36303, -1.66023, -5.40336], [-2.00248, -1.43308, -3.00432], [3.44007, 1.87041, -1.66955], [4.05625, 2.10779, -4.10449], [2.77779, 0.84952, -5.79876], [4.14678, -2.19686, -0.60952], [3.02416, -2.91436, -0.25718], [3.13453, -4.11800, 0.46241], [1.99171, -4.82713, 0.74441], [0.76041, -4.34416, 0.30592], [0.74865, -3.14285, -0.37354], [1.84441, -2.43144, -0.65036], [4.90790, -2.29397, 0.04661], [3.92629, -1.21472, -0.74045], [4.10769, -4.45556, 0.79580], [2.05144, -5.74452, 1.31838], [-0.16376, -4.86459, 0.51659], [-0.18216, -2.69311, -0.70256], [-0.78362, 2.87606, -1.60894], [0.43257, 3.64223, -1.26548], [1.40475, 3.63451, -2.36587], [0.10287, 4.99905, -0.80826], [1.29347, 2.68878, 0.35679], [-1.49406, 0.81349, 1.55182], [-3.02771, 1.34972, 1.68971], [-4.06646, 0.05982, 2.70279], [-4.76605, -0.93459, 2.02735], [-5.33522, -1.98776, 2.72991], [-5.19948, -2.05737, 4.10937], [-4.48695, -1.07704, 4.78632], [-3.91648, -0.02508, 4.08388], [-3.98058, 1.55858, 0.04315], [-5.34022, 1.85676, 0.08136], [-6.03778, 2.00393, -1.10630], [-5.36909, 1.85840, -2.31881], [-4.01186, 1.57669, -2.34554], [-3.30334, 1.42304, -1.15862], [-3.05689, 3.01457, 2.63413], [-3.96162, 3.34229, 3.63996], [-3.83184, 4.55607, 4.30028], [-2.80673, 5.42953, 3.94906], [-1.91628, 5.10019, 2.93755], [-2.03373, 3.88478, 2.27775], [-4.86192, -0.88813, 0.94892], [-5.87362, -2.76183, 2.19703], [-5.63813, -2.88307, 4.65636], [-4.36081, -1.13885, 5.86008], [-3.33542, 0.72207, 4.61254], [-5.85193, 1.97613, 1.03134], [-7.09516, 2.23973, -1.09019], [-5.91372, 1.97807, -3.24820], [-3.48496, 1.49148, -3.28725], [-2.23261, 1.25307, -1.15236], [-4.76774, 2.66633, 3.90263], [-4.52714, 4.81873, 5.08917], [-2.70854, 6.37539, 4.46970], [-1.11623, 5.76571, 2.63995], [-1.32374, 3.63407, 1.49940]],
  "forces_ev_per_angstrom": [[-0.069, 0.573, 0.500], [0.122, 0.277, -0.036], [-0.100, -0.103, 0.056], [0.016, -0.105, -0.053], [-0.010, -0.003, 0.016], [0.147, -0.083, -0.079], [-0.089, 0.000, -0.012], [-0.020, 0.024, 0.027], [0.005, 0.006, 0.016], [0.000, -0.001, -0.015], [-0.004, -0.004, 0.015], [0.027, -0.007, -0.017], [0.065, -0.034, 0.009], [0.008, -0.030, 0.078], [-0.002, 0.002, 0.001], [-0.009, 0.003, 0.000], [0.019, 0.007, 0.000], [-0.036, 0.067, -0.119], [0.093, 0.023, -0.108], [-0.003, -0.001, 0.005], [0.001, -0.004, -0.006], [-0.001, 0.005, 0.004], [0.004, -0.003, -0.009], [0.001, 0.001, -0.003], [0.019, -0.013, -0.010], [-0.006, 0.003, 0.009], [-0.001, 0.001, 0.001], [-0.003, -0.001, -0.006], [0.003, 0.007, 0.012], [0.006, -0.007, 0.000], [-0.011, 0.013, -0.014], [-0.011, -0.001, 0.001], [-0.049, -0.109, -0.080], [0.135, 0.158, -0.041], [0.001, 0.048, 0.037], [-0.003, -0.007, 0.013], [-0.142, -0.395, 0.062], [0.135, 0.260, -0.055], [-0.122, 0.003, 0.086], [0.014, -0.064, -0.050], [0.044, 0.001, 0.032], [-0.013, 0.072, -0.089], [-0.078, -0.125, -0.076], [-0.035, -0.012, 0.065], [0.079, -0.151, -0.119], [-0.011, -0.018, 0.040], [0.028, -0.020, -0.017], [-0.019, 0.033, 0.016], [0.045, 0.024, -0.043], [0.014, 0.014, 0.005], [-0.028, 0.046, 0.007], [0.003, 0.004, 0.001], [0.003, 0.003, 0.008], [-0.016, 0.019, 0.002], [-0.007, 0.000, 0.003], [-0.008, 0.001, -0.010], [-0.002, -0.003, -0.004], [-0.005, 0.002, 0.009], [-0.019, -0.050, -0.072], [0.001, -0.013, 0.066], [0.006, 0.007, 0.000], [-0.026, -0.003, -0.003], [0.042, -0.028, -0.002], [-0.048, 0.044, -0.058], [0.037, -0.081, -0.029], [0.001, 0.013, 0.013], [0.012, 0.038, 0.045], [-0.002, -0.001, 0.004], [0.002, -0.003, -0.004], [-0.003, -0.004, -0.001], [0.011, 0.021, 0.024], [0.137, -0.026, -0.030], [-0.515, 0.182, 0.094], [0.063, 0.035, -0.032], [0.080, -0.123, -0.001], [-0.106, -0.212, 0.013], [-0.200, -0.142, -0.082], [-0.090, -0.136, 0.068], [0.094, -0.031, 0.005], [-0.087, 0.051, 0.003], [-0.003, 0.000, 0.012], [-0.002, 0.001, -0.006], [-0.003, 0.017, 0.000], [0.022, 0.007, 0.013], [-0.058, -0.032, 0.017], [-0.042, 0.007, -0.052], [-0.001, 0.011, 0.033], [0.042, -0.023, 0.003], [-0.001, 0.006, -0.049], [0.145, 0.016, 0.130], [0.045, -0.039, 0.066], [-0.031, 0.062, -0.092], [0.030, 0.007, -0.013], [-0.018, 0.027, 0.028], [0.006, -0.033, -0.034], [0.004, 0.158, 0.037], [0.010, 0.000, 0.000], [-0.001, 0.007, 0.001], [0.007, 0.000, -0.002], [0.000, 0.001, -0.004], [0.006, 0.001, 0.000], [-0.008, -0.007, -0.002], [0.001, -0.006, 0.003], [0.009, 0.008, 0.003], [0.022, 0.012, 0.021], [0.078, -0.024, -0.107], [0.033, -0.020, 0.015], [0.008, 0.006, -0.013], [0.004, -0.012, -0.006], [-0.025, 0.040, 0.050], [0.205, -0.130, -0.139]],
  "lowdin_spin": [0.898, 0.000, 0.000, 0.002, 0.002, 0.014, 0.000, 0.000, 0.000, 0.000, 0.000, 0.000, 0.000, 0.000, 0.000, 0.000, 0.000, 0.000, 0.000, 0.000, 0.000, 0.000, 0.000, 0.000, 0.000, 0.000, 0.000, 0.000, 0.000, 0.000, 0.000, 0.000, 0.000, 0.000, 0.000, 0.000, 0.002, 0.000, 0.001, 0.000, 0.001, 0.000, -0.011, -0.001, -0.007, 0.000, 0.000, 0.001, 0.000, 0.000, 0.000, 0.000, 0.000, 0.000, 0.000, 0.000, 0.000, 0.000, 0.001, 0.002, 0.000, 0.001, 0.000, 0.002, 0.018, 0.000, 0.000, 0.000, 0.000, 0.000, 0.000, 0.001, 0.004, 0.000, 0.006, 0.065, 0.000, 0.000, 0.000, 0.000, 0.000, 0.000, 0.000, 0.000, 0.000, 0.000, 0.000, 0.000, 0.000, 0.000, 0.000, 0.000, 0.000, 0.000, 0.000, 0.000, 0.000, 0.000, 0.000, 0.000, 0.000, 0.000, 0.000, 0.000, 0.000, 0.000, 0.000, 0.000, 0.000, 0.000, 0.000],
  "multiplicity": 2,
  "orbital_gap_ev": [5.122, 5.123],
  "total_charge": -2,
  "e_lumo_ev": [3.7, 3.7]
}

{
  "formula": "C52H42MoN4O2P2S",
  "method": "the ωB97M-V functional and the def2-TZVPD basis",
  "species": ["Mo", "O", "C", "N", "C", "C", "C", "C", "C", "C", "N", "C", "C", "C", "C", "C", "N", "H", "H", "H", "H", "H", "H", "H", "H", "H", "H", "C", "C", "C", "C", "C", "C", "C", "C", "P", "C", "C", "C", "C", "C", "C", "C", "C", "C", "C", "C", "C", "C", "O", "C", "C", "C", "C", "C", "C", "P", "C", "C", "C", "C", "C", "C", "C", "C", "C", "C", "C", "C", "H", "H", "H", "H", "H", "H", "H", "H", "H", "H", "H", "H", "H", "H", "H", "H", "H", "H", "H", "H", "H", "H", "H", "H", "H", "H", "H", "H", "H", "H", "H", "H", "S", "C", "N"],
  "xyz": [[-1.14511, 0.00764, 0.32380], [-4.78458, 0.65973, 2.13638], [-3.82789, 0.11808, 1.64993], [-2.79114, 0.81318, 0.98969], [-3.04653, 2.25476, 0.96302], [-1.75250, 2.97407, 0.83701], [-1.63830, 4.35098, 0.96577], [-0.38558, 4.92538, 0.88530], [0.71587, 4.10603, 0.67191], [0.52596, 2.74864, 0.54343], [-0.69427, 2.18569, 0.62728], [-3.54829, -1.31979, 1.71885], [-4.15230, -2.12527, 2.58540], [-3.73396, -3.54857, 2.65231], [-3.10510, -4.05857, 1.33847], [-2.43681, -2.97489, 0.55903], [-2.53249, -1.72003, 0.80479], [-3.57786, 2.54318, 1.87098], [-3.71197, 2.50099, 0.12891], [-2.52386, 4.94638, 1.14243], [-0.26444, 5.99474, 0.99491], [1.71508, 4.51193, 0.60702], [1.34902, 2.07313, 0.37458], [-4.91440, -1.70892, 3.23247], [-4.53582, -4.19635, 2.99911], [-3.70875, -4.67927, 0.67452], [-1.76679, -3.29195, -0.22983], [5.31484, -0.58867, -1.26687], [4.05072, -1.47664, -1.37503], [4.44508, -2.90125, -1.83280], [3.50572, -1.57831, 0.06720], [4.23563, -2.35908, 0.97324], [3.88291, -2.50640, 2.30304], [2.70327, -1.95183, 2.76926], [1.93783, -1.18017, 1.90740], [0.18307, -0.88008, 2.30480], [0.06472, 0.01928, 3.87497], [-0.29750, 1.36328, 3.89422], [-0.34344, 2.06185, 5.09205], [-0.03170, 1.42155, 6.28103], [0.31747, 0.07715, 6.27333], [0.36338, -0.62242, 5.07998], [-0.41969, -2.55515, 2.68156], [-1.50460, -2.68390, 3.45556], [-2.39465, -3.89212, 3.40303], [-2.04108, -4.82531, 2.21209], [-0.61756, -4.81262, 1.76306], [0.11701, -3.71846, 1.94281], [2.40975, -0.92378, 0.61486], [1.70285, 0.03084, -0.07659], [1.87718, -0.38814, -2.42841], [1.30629, 0.34468, -3.47621], [1.94129, 0.50105, -4.69350], [3.18750, -0.08952, -4.83206], [3.78768, -0.72284, -3.75506], [3.17931, -0.86968, -2.49919], [-0.15588, 1.17789, -2.87017], [-1.68708, 0.78241, -3.69527], [-2.11915, 1.53617, -4.78829], [-3.26581, 1.16011, -5.46888], [-3.97833, 0.03981, -5.06236], [-3.54378, -0.71656, -3.98138], [-2.39505, -0.35326, -3.29965], [0.07515, 2.95444, -2.89091], [-1.02395, 3.79919, -2.72943], [-0.83754, 5.16909, -2.65840], [0.44255, 5.70156, -2.75125], [1.53954, 4.86453, -2.90285], [1.36001, 3.49145, -2.96894], [5.98382, -0.98597, -0.50454], [5.04671, 0.43095, -0.98598], [5.86577, -0.55333, -2.20470], [5.32885, -3.25918, -1.30959], [4.68051, -2.92327, -2.89368], [3.62928, -3.60401, -1.65946], [5.13194, -2.85802, 0.63667], [4.50521, -3.09784, 2.96020], [2.36853, -2.15622, 3.77758], [-0.54649, 1.87015, 2.97476], [-0.62751, 3.10580, 5.09515], [-0.06966, 1.96463, 7.21553], [0.54821, -0.42983, 7.20039], [0.60410, -1.67747, 5.09530], [-1.84704, -1.85080, 4.06168], [-2.51986, -4.35438, 4.38265], [-2.40486, -5.83551, 2.38802], [-0.20176, -5.68284, 1.27166], [1.13712, -3.67598, 1.58875], [1.49681, 1.06828, -5.50122], [3.72030, -0.02216, -5.77063], [4.78766, -1.10496, -3.90469], [-1.56967, 2.41256, -5.10839], [-3.60448, 1.74182, -6.31506], [-4.87416, -0.24881, -5.59559], [-4.09753, -1.59461, -3.67802], [-2.03344, -0.95689, -2.47382], [-2.02659, 3.39078, -2.67387], [-1.69120, 5.82374, -2.54315], [0.58345, 6.77369, -2.71236], [2.53462, 5.28129, -2.98018], [2.21957, 2.84314, -3.08588], [0.05689, -1.91856, -0.77083], [0.98081, -0.43060, -1.23464], [-0.09713, 0.52333, -1.37950]],
  "forces_ev_per_angstrom": [[0.428, 0.078, -0.081], [0.013, 0.019, -0.004], [0.016, -0.026, -0.010], [-0.323, 0.017, 0.026], [0.050, 0.048, -0.080], [0.002, 0.042, 0.053], [-0.016, -0.057, -0.002], [-0.009, 0.015, -0.006], [-0.004, -0.008, -0.013], [-0.039, 0.010, 0.020], [0.048, -0.090, 0.050], [-0.134, -0.044, 0.144], [0.010, 0.094, -0.046], [0.000, -0.052, 0.006], [-0.007, 0.020, 0.024], [-0.006, 0.012, -0.013], [0.139, -0.031, -0.133], [0.020, 0.008, 0.008], [-0.007, -0.008, 0.019], [-0.005, 0.004, -0.004], [0.001, 0.004, 0.001], [0.003, -0.003, 0.004], [0.015, 0.007, -0.008], [-0.005, -0.008, 0.004], [-0.003, 0.010, -0.003], [0.002, -0.005, 0.003], [-0.007, 0.008, -0.005], [0.017, -0.032, -0.019], [0.015, 0.028, -0.002], [-0.002, -0.013, 0.000], [-0.003, 0.043, 0.037], [0.003, 0.005, -0.020], [-0.005, -0.011, -0.004], [-0.020, 0.010, -0.016], [0.046, 0.008, -0.036], [-0.025, 0.108, -0.039], [0.001, -0.022, -0.008], [-0.003, 0.001, 0.008], [0.008, 0.007, 0.001], [-0.008, -0.004, -0.008], [0.006, 0.013, 0.007], [0.011, -0.026, 0.015], [-0.069, 0.007, 0.050], [0.007, 0.017, -0.034], [0.001, -0.030, -0.006], [-0.035, -0.002, 0.030], [0.063, 0.022, -0.024], [0.012, -0.059, 0.001], [-0.020, -0.044, 0.063], [-0.001, -0.029, -0.033], [-0.029, 0.012, -0.036], [-0.013, -0.003, 0.026], [-0.025, 0.006, 0.013], [0.020, -0.004, -0.007], [0.013, 0.002, 0.001], [-0.053, 0.000, 0.007], [-0.001, 0.044, -0.019], [0.063, 0.048, -0.025], [-0.001, 0.000, -0.026], [0.002, -0.003, 0.006], [0.004, -0.008, 0.002], [-0.024, 0.007, -0.035], [0.033, -0.006, 0.086], [-0.050, -0.069, -0.033], [-0.068, -0.019, 0.018], [0.026, 0.051, 0.012], [-0.026, -0.014, 0.007], [-0.008, -0.015, -0.013], [0.065, -0.010, 0.013], [0.001, 0.006, -0.004], [-0.009, 0.002, 0.001], [0.008, 0.004, 0.002], [-0.012, -0.019, 0.015], [0.019, 0.014, 0.004], [-0.015, 0.007, -0.007], [0.014, -0.010, -0.004], [0.000, 0.000, 0.004], [-0.006, -0.001, 0.016], [0.001, 0.019, -0.036], [0.001, 0.001, 0.003], [0.000, 0.002, 0.005], [0.004, 0.003, 0.006], [0.023, 0.020, -0.004], [-0.007, -0.020, -0.009], [-0.002, 0.008, 0.001], [0.008, 0.000, -0.011], [-0.005, -0.011, 0.000], [0.010, -0.001, -0.002], [0.002, 0.009, 0.000], [-0.001, 0.005, -0.003], [-0.001, 0.002, -0.001], [0.008, 0.001, 0.007], [0.000, 0.002, -0.004], [-0.004, 0.001, 0.001], [-0.001, -0.004, 0.004], [-0.013, 0.001, -0.028], [0.009, 0.000, -0.004], [-0.002, 0.002, -0.007], [0.003, 0.003, -0.003], [0.004, 0.000, -0.004], [-0.001, -0.017, -0.014], [-0.028, -0.069, -0.029], [-0.053, 0.057, 0.042], [-0.065, -0.094, 0.148]],
  "lowdin_charge": [1.392, 0.137, -0.440, -0.142, -0.123, -0.267, 0.006, -0.026, -0.027, -0.105, -0.037, -0.192, 0.083, -0.156, -0.124, -0.100, -0.030, 0.138, 0.149, 0.133, 0.126, 0.123, 0.107, 0.146, 0.160, 0.161, 0.056, -0.005, -0.381, -0.012, -0.077, -0.004, -0.034, -0.071, -0.266, 1.071, -0.345, -0.086, -0.057, -0.050, -0.049, -0.093, -0.339, -0.046, -0.138, -0.165, -0.024, -0.107, -0.271, -0.127, -0.111, -0.212, -0.043, -0.027, -0.005, -0.070, 1.018, -0.288, -0.074, -0.047, -0.042, -0.053, -0.077, -0.288, -0.088, -0.061, -0.050, -0.054, -0.061, 0.092, 0.103, 0.086, 0.085, 0.083, 0.104, 0.117, 0.121, 0.111, 0.069, 0.113, 0.117, 0.117, 0.102, 0.124, 0.154, 0.156, 0.123, 0.098, 0.124, 0.122, 0.118, 0.113, 0.119, 0.119, 0.114, 0.058, 0.112, 0.118, 0.119, 0.118, 0.112, 0.777, -0.824, -0.332],
  "orbital_gap_ev": [6.952, 6.951],
  "total_charge": 2,
  "e_lumo_ev": [-6.0, -6.0]
}